(1)
The following is a DFT calculation (ωB97M-V with the def2-TZVPD basis set) of a cluster of 14 separate species, C8H40O13 in total.

The geometry in XYZ format:
```
61
Properties=species:S:1:pos:R:3:lowdin_charge:R:1
C 1.862 -0.530 -3.564 -0.0957
C 0.409 -0.703 -4.096 -0.2175
C -0.650 -0.484 -2.977 -0.1937
C -0.385 0.718 -2.022 -0.2074
C -0.892 0.182 0.276 0.0336
C -1.316 0.735 -0.851 -0.3199
C -2.586 1.533 -0.979 -0.1276
C -3.785 1.034 -0.717 0.0193
H 2.277 -1.383 -3.101 0.0602
H 2.407 -0.294 -4.439 0.0563
H 2.008 0.348 -2.942 0.0455
H 0.314 0.230 -4.690 0.1099
H 0.307 -1.624 -4.634 0.0931
H -1.749 -0.335 -3.333 0.1358
H -0.529 -1.339 -2.187 0.1175
H -0.420 1.601 -2.648 0.1243
H 0.706 0.607 -1.836 0.0721
H -0.075 -0.453 0.614 0.0740
H -1.512 0.454 1.131 0.0539
H -2.418 2.603 -1.198 0.1264
H -4.737 1.573 -0.872 0.0780
H -3.892 0.059 -0.241 0.0507
H 1.986 -4.998 1.023 0.0502
H 2.617 -3.997 1.716 0.0528
O 2.634 -4.317 0.790 -0.0636
H 2.165 -1.948 0.879 -0.0020
H 3.282 -2.315 -0.090 0.0236
O 2.884 -1.587 0.368 -0.0366
H -1.518 2.977 2.573 0.0387
H -2.467 2.339 1.579 0.0556
O -1.678 2.905 1.608 -0.0626
H 1.257 3.279 1.322 0.0135
H 2.171 4.342 2.106 0.0462
O 1.930 3.430 2.039 -0.0678
H -2.712 -4.629 -0.551 0.0686
H -2.142 -3.875 -1.556 0.0071
O -2.801 -4.588 -1.538 -0.0662
H -0.970 -1.116 3.816 0.0706
H -1.300 0.340 3.862 0.0357
O -0.744 -0.274 3.378 -0.0691
H 3.545 1.655 -0.458 0.0550
H 2.556 0.358 -0.499 0.0030
O 2.679 1.278 -0.744 -0.0732
H -0.316 3.437 4.065 0.0619
H 0.589 2.354 3.479 0.0269
O -0.241 2.481 3.944 -0.0558
H 4.718 2.510 1.920 0.0257
H 3.225 2.058 1.606 -0.0065
O 4.160 1.890 1.484 -0.0574
H -1.284 -2.574 -0.616 0.0151
H -1.042 -1.954 0.804 -0.0058
O -0.927 -2.749 0.280 -0.0565
H -4.095 -2.800 -1.594 -0.0076
H -4.337 -1.283 -1.147 -0.0045
O -4.469 -2.225 -0.944 -0.0571
H 0.709 2.347 -0.454 0.0246
H -0.491 2.955 0.380 0.0158
O 0.352 3.198 -0.111 -0.0848
H 1.233 -0.703 2.964 0.0153
H 1.931 -1.234 4.231 0.0401
O 1.562 -1.504 3.392 -0.0575
```

Computed properties:
Energy above the lowest of the compared OMol25 structures with the same formula, charge and spin in kcal per mole: 43.9
E_LUMO in eV: 0.02
Orbital gap in eV: 9.5
Total charge: 0

(2)
The following is a DFT calculation (ωB97M-V with the def2-TZVPD basis set) of a cluster of 2 separate species, C4H9O in total.

The geometry in XYZ format:
```
14
Properties=species:S:1:pos:R:3:lowdin_charge:R:1
C 1.908 0.575 -0.364 -0.5562
O 2.310 0.438 -1.613 -0.3171
C 1.672 -0.570 0.766 -0.1353
C 0.492 0.047 0.045 -0.3723
C -0.350 1.063 0.754 -0.1310
H 2.311 1.530 0.103 0.1078
H -5.328 -2.248 -1.871 0.0015
H 2.254 -1.519 0.549 0.0856
H 1.678 -0.160 1.781 0.0500
H -5.372 -2.588 -2.516 -0.0015
H -0.005 -0.539 -0.672 0.0936
H 0.256 1.908 0.850 0.0181
H -1.372 1.276 0.291 0.0771
H -0.455 0.789 1.897 0.0796
```

Computed properties:
Energy above the lowest of the compared OMol25 structures with the same formula, charge and spin in kcal per mole: 54.8
E_LUMO in eV: 4.16
Orbital gap in eV: 5.8
Total charge: -1

(3)
The following is a DFT calculation (ωB97M-V with the def2-TZVPD basis set) of a structure of composition C13H14GaN3O6P.

The geometry in XYZ format:
```
38
Properties=species:S:1:pos:R:3:lowdin_charge:R:1
O 0.531 -0.124 5.252 -0.1280
C 0.335 -0.940 4.179 -0.2719
N -0.158 -1.323 2.925 -0.0662
Ga 1.239 -2.481 2.209 0.1161
P 2.606 -1.340 0.694 0.4847
O 3.870 -2.246 0.314 -0.6827
H 0.481 -3.649 1.381 -0.1224
H 2.173 -3.146 3.325 -0.1092
H 3.056 -0.109 1.293 -0.0615
H 1.844 -1.070 -0.498 -0.0699
C 3.042 -1.683 -6.592 -0.0845
C 3.785 -1.464 -5.431 -0.0678
C 3.206 -0.807 -4.343 0.0115
C 1.875 -0.375 -4.428 -0.1366
C 1.129 -0.587 -5.596 -0.0054
C 1.720 -1.243 -6.678 -0.0786
N 1.253 0.294 -3.279 -0.3186
O 1.951 0.479 -2.272 0.0320
O 0.064 0.631 -3.381 0.0588
H 3.496 -2.201 -7.435 0.1024
H 4.815 -1.809 -5.372 0.1079
H 3.798 -0.644 -3.445 0.1257
H 0.097 -0.252 -5.677 0.1166
H 1.149 -1.414 -7.587 0.1030
C -3.003 3.174 5.028 -0.0830
C -1.976 2.406 4.477 -0.0574
C -2.248 1.515 3.437 0.0140
C -3.559 1.404 2.952 -0.1368
C -4.593 2.167 3.508 -0.0138
C -4.309 3.053 4.550 -0.0856
N -3.847 0.487 1.842 -0.3254
O -2.908 -0.185 1.389 0.0740
O -5.011 0.441 1.419 0.0405
H -2.784 3.872 5.835 0.1016
H -0.961 2.505 4.856 0.1082
H -1.437 0.924 3.019 0.0958
H -5.615 2.087 3.145 0.1126
H -5.105 3.653 4.986 0.0998
```

Computed properties:
E_LUMO in eV: 1.28
Orbital gap in eV: 6.0
Total charge: -1

(4)
The following is a DFT calculation (ωB97M-V with the def2-TZVPD basis set) of the molecule C21H28N2O5S.

The geometry in XYZ format:
```
57
Properties=species:S:1:pos:R:3:lowdin_charge:R:1
C -6.848 0.542 -2.416 -0.0857
O -6.885 1.306 -1.235 -0.0801
C -5.896 1.136 -0.319 -0.2661
C -5.981 1.936 0.825 -0.0003
C -5.026 1.843 1.817 -0.0675
C -3.972 0.955 1.697 -0.0287
C -3.883 0.154 0.562 -0.1395
C -2.784 -0.777 0.431 -0.2698
N -1.817 -0.957 1.286 0.1875
C -1.024 -1.932 0.747 -0.3007
C 0.233 -2.353 1.384 -0.1321
S 1.552 -1.283 0.685 0.6949
O 1.473 -1.361 -0.748 -0.2960
O 2.821 -1.653 1.271 -0.3322
C 1.154 0.396 1.247 -0.1025
C 1.983 1.396 0.439 -0.5295
O 1.489 2.371 -0.082 0.0821
N 3.284 1.079 0.419 0.1090
C 4.273 1.806 -0.352 -0.2732
C 5.509 2.065 0.514 -0.1407
C 6.255 0.770 0.833 -0.1963
C 6.637 0.043 -0.451 -0.1958
C 5.399 -0.242 -1.296 -0.1654
C 4.662 1.054 -1.637 -0.3207
C 3.442 0.780 -2.513 -0.0498
C -1.551 -2.304 -0.462 -0.2347
C -1.089 -3.258 -1.497 0.0122
O -2.673 -1.575 -0.654 0.1369
C -4.842 0.242 -0.447 0.0457
H -6.916 -0.530 -2.204 0.0963
H -7.719 0.850 -2.993 0.0935
H -5.942 0.742 -2.996 0.0973
H -6.808 2.624 0.904 0.1179
H -5.105 2.470 2.692 0.1068
H -3.217 0.867 2.460 0.1088
H 0.511 -3.375 1.141 0.1163
H 0.228 -2.187 2.456 0.1132
H 0.092 0.570 1.101 0.0970
H 1.411 0.430 2.302 0.1185
H 3.574 0.189 0.800 0.0918
H 3.800 2.757 -0.621 0.1508
H 5.206 2.561 1.438 0.1156
H 6.175 2.740 -0.027 0.1185
H 5.629 0.118 1.445 0.1078
H 7.151 1.003 1.412 0.1094
H 7.145 -0.893 -0.209 0.1086
H 7.332 0.662 -1.024 0.1136
H 4.729 -0.917 -0.760 0.1100
H 5.693 -0.741 -2.222 0.1180
H 5.348 1.709 -2.188 0.1451
H 3.753 0.383 -3.476 0.0794
H 2.782 0.055 -2.042 0.0527
H 2.880 1.697 -2.680 0.0831
H -0.993 -4.261 -1.082 0.0910
H -0.112 -2.940 -1.861 0.0778
H -1.796 -3.276 -2.321 0.0897
H -4.740 -0.391 -1.313 0.1106
```

Computed properties:
SMILES: COc1cccc(-c2nc(CS(=O)(=O)CC(=O)N[C@H]3CCCC[C@H]3C)c(C)o2)c1
Energy above the lowest of the compared OMol25 structures with the same formula, charge and spin in kcal per mole: 13.2
E_LUMO in eV: 0.45
Orbital gap in eV: 8.7
Total charge: 0

(5)
The following is a DFT calculation (ωB97M-V with the def2-TZVPD basis set) of a cluster of 3 separate species, C3H3Cl9 in total.

The geometry in XYZ format:
```
15
Properties=species:S:1:pos:R:3:lowdin_charge:R:1
Cl -0.956 -2.082 1.155 0.5207
C -0.938 -1.153 -0.339 -1.5658
Cl -2.085 -1.810 -1.510 0.5325
Cl 0.691 -1.100 -1.021 0.5351
H -1.246 -0.139 -0.119 -0.0283
Cl 4.451 0.513 -4.051 0.5334
C 3.807 -0.687 -2.941 -1.5825
Cl 4.330 -0.356 -1.289 0.5132
Cl 4.281 -2.316 -3.423 0.5253
H 2.727 -0.633 -2.966 -0.0321
Cl -3.947 3.079 2.375 0.5333
C -3.088 1.875 3.326 -1.5564
Cl -2.420 2.596 4.795 0.5252
Cl -1.817 1.106 2.382 0.5339
H -3.788 1.107 3.625 0.0125
```

Computed properties:
SMILES: ClC(Cl)Cl.ClC(Cl)Cl.ClC(Cl)Cl
Energy above the lowest of the compared OMol25 structures with the same formula, charge and spin in kcal per mole: 4.2
E_LUMO in eV: 0.51
Orbital gap in eV: 11.6
Total charge: 0

(6)
The following is a DFT calculation (ωB97M-V with the def2-TZVPD basis set) of a structure of composition C20H11CrF5O8S2Se.

The geometry in XYZ format:
```
48
Properties=species:S:1:pos:R:3:lowdin_charge:R:1
Cr 0.083 0.826 -0.513 0.9557
O 2.079 0.452 -0.606 -0.4953
S 2.902 -1.074 -0.452 1.0654
O 2.097 -2.237 -0.736 -0.3700
O 1.377 0.346 -1.881 -0.2687
C 2.964 -0.883 1.347 -0.3034
C 4.231 -1.062 1.882 -0.0902
C 4.443 -0.971 3.247 -0.0732
C 3.379 -0.680 4.085 -0.0619
C 2.106 -0.524 3.562 -0.0480
C 1.877 -0.631 2.192 -0.1992
S 0.128 -0.502 1.745 0.5364
O -0.565 -1.158 2.804 -0.2392
O -0.036 -1.052 0.390 -0.3578
O -0.132 0.957 1.615 -0.3209
H 5.057 -1.282 1.214 0.1065
H 5.430 -1.138 3.658 0.1052
H 3.538 -0.585 5.152 0.1069
H 1.255 -0.338 4.203 0.1173
C -4.003 1.575 -1.071 0.0108
C -2.564 1.949 -0.899 -0.3093
O -1.780 1.000 -0.743 -0.1253
C -2.120 3.318 -0.924 -0.0835
C -3.056 4.370 -0.997 -0.0388
C -2.668 5.683 -0.999 -0.1023
C -1.294 5.982 -0.946 -0.0813
C -0.359 4.984 -0.877 -0.0054
C -0.730 3.617 -0.852 -0.2997
O 0.212 2.732 -0.772 -0.1128
H -4.057 0.493 -1.183 0.0616
H -4.424 2.055 -1.953 0.0949
H -4.577 1.877 -0.193 0.1011
H -4.111 4.129 -1.038 0.1065
H -3.408 6.472 -1.033 0.0940
H -0.975 7.018 -0.951 0.1014
H 0.699 5.213 -0.832 0.1170
F 1.376 -6.392 -0.713 0.0845
C 0.590 -5.347 -1.039 -0.1631
C -0.363 -4.888 -0.155 -0.1553
F -0.488 -5.494 1.042 0.0881
C -1.185 -3.836 -0.505 -0.2838
F -2.106 -3.455 0.388 0.0594
C -1.079 -3.176 -1.732 -0.5939
Se -2.142 -1.685 -2.165 0.5797
C -0.092 -3.664 -2.593 -0.2842
F 0.103 -3.096 -3.789 0.0557
C 0.725 -4.727 -2.262 -0.1692
F 1.661 -5.170 -3.124 0.0873
```

Computed properties:
E_LUMO (alpha / beta) in eV: 1.94 / 1.74
Spin multiplicity: 4
Expectation value of S²: 3.78
Orbital gap (alpha / beta) in eV: 5.2 / 5.0
Total charge: -1

(7)
The following is a DFT calculation (ωB97M-V with the def2-TZVPD basis set) of a structure of composition C34H16F6FeIN9O4S2.

The geometry in XYZ format:
```
73
Properties=species:S:1:pos:R:3:lowdin_charge:R:1
Fe 0.113 0.272 -0.235 0.5562
C -5.901 2.675 -0.865 -0.1019
C -6.185 1.815 0.206 -0.0995
C -5.170 1.142 0.868 -0.0110
C -3.872 1.346 0.424 -0.0969
C -2.588 0.807 0.886 -0.3046
N -2.485 0.129 1.977 0.2000
C -1.278 -0.312 2.374 -0.2673
C -1.041 -0.848 3.672 -0.1121
C -1.855 -0.978 4.807 -0.0277
C -1.293 -1.501 5.947 -0.1134
C 0.068 -1.898 5.978 -0.1128
C 0.870 -1.771 4.870 -0.0262
C 0.303 -1.238 3.703 -0.1133
C 0.845 -0.931 2.423 -0.2741
N 2.111 -1.223 2.079 0.1990
C 2.602 -0.736 0.992 -0.2986
N 2.029 0.183 0.138 0.0584
C 3.028 0.627 -0.726 -0.3112
N 3.018 1.646 -1.507 0.1921
C 1.898 2.382 -1.663 -0.3334
N 0.661 2.106 -1.163 0.0338
C -0.202 2.997 -1.713 -0.3215
N -1.548 2.995 -1.610 0.1954
C -2.138 2.165 -0.823 -0.2918
N -1.579 1.252 0.058 0.0680
C -3.592 2.188 -0.633 -0.0998
C -4.598 2.876 -1.294 -0.0205
C 0.502 3.924 -2.539 -0.1213
C 0.090 5.007 -3.330 -0.0363
C 1.044 5.674 -4.063 -0.1214
C 2.404 5.274 -4.030 -0.1212
C 2.813 4.207 -3.264 -0.0356
C 1.846 3.529 -2.506 -0.1228
C 4.240 -0.165 -0.499 -0.1001
C 5.466 -0.179 -1.147 -0.0193
C 6.419 -1.080 -0.699 -0.1018
C 6.153 -1.939 0.377 -0.1003
C 4.927 -1.909 1.025 -0.0131
C 3.980 -1.008 0.563 -0.0955
N -0.127 -0.373 1.634 0.0965
H -6.715 3.183 -1.369 0.0876
H -7.215 1.673 0.513 0.0882
H -5.366 0.468 1.692 0.1119
H -2.893 -0.675 4.771 0.1042
H -1.898 -1.615 6.839 0.0833
H 0.477 -2.311 6.893 0.0834
H 1.909 -2.076 4.881 0.1046
H -4.364 3.535 -2.121 0.1069
H -0.954 5.296 -3.359 0.1007
H 0.755 6.513 -4.686 0.0808
H 3.129 5.813 -4.630 0.0810
H 3.847 3.885 -3.244 0.1007
H 5.655 0.486 -1.981 0.1076
H 7.382 -1.132 -1.194 0.0878
H 6.914 -2.640 0.697 0.0880
H 4.696 -2.567 1.853 0.1111
F -4.201 -2.650 -2.173 0.1198
C -3.129 -3.400 -1.877 -0.6797
F -2.225 -3.242 -2.835 0.1024
F -3.519 -4.685 -1.870 0.1127
S -2.487 -2.897 -0.234 0.5729
O -2.004 -1.555 -0.427 -0.3563
O -3.622 -3.110 0.617 -0.2838
N -1.388 -3.988 0.043 -0.2844
S 0.172 -3.797 0.155 0.5759
O 0.680 -2.488 -0.158 -0.3592
O 0.671 -4.472 1.318 -0.2807
C 0.767 -4.845 -1.230 -0.6734
F 2.091 -4.691 -1.355 0.1229
F 0.521 -6.143 -0.988 0.1122
F 0.195 -4.526 -2.389 0.1212
I 0.142 -0.477 -2.842 0.2762
```

Computed properties:
Energy above the lowest of the compared OMol25 structures with the same formula, charge and spin in kcal per mole: 29.4
E_LUMO (alpha / beta) in eV: 3.88 / 3.28
Spin multiplicity: 5
Expectation value of S²: 6.10
Orbital gap (alpha / beta) in eV: 4.8 / 4.5
Total charge: -2

Calculated max |F| in order - 0.06510 0.06471 0.20403 0.02647 0.00398 0.01752 0.03127 Eh/bohr